P.
An isolated molecule of C3H6N2, computed with ωB97M-V/def2-TZVPD.

For the gap between HOMO and LUMO, the calculation gives 10.72 eV. Its structure (SMILES) is CNCC#N. The value obtained for the LUMO energy is 0.84 eV. The spin multiplicity is 1. Its net charge is 0.

CARTESIAN COORDINATES (ANGSTROEM)
C -1.3352 -0.2804 -0.1020
N -0.0848 -0.9283 0.3071
C 1.0105 0.0350 0.5059
C 1.0753 1.1215 -0.4865
N 1.2917 1.9979 -1.2292
H -1.7329 0.2590 0.7365
H -1.2703 0.3851 -1.0513
H -2.0531 -1.0822 -0.3406
H 0.2621 -1.6171 -0.4125
H 2.0316 -0.3821 0.5939
H 0.8051 0.4917 1.4786

Need the Mulliken charges? In units of e they are:
1 C -0.840
2 N -0.364
3 C -0.467
4 C 0.326
5 N -0.399
6 H 0.287
7 H 0.300
8 H 0.310
9 H 0.289
10 H 0.305
11 H 0.253

Q.
An isolated molecule of C3H6N2, computed with ωB97M-V/def2-TZVPD.

For the gap between HOMO and LUMO (spin up / spin down), the calculation gives 9.22 / 9.22 eV. Its structure (SMILES) is [H]/N=N/C1CC1. The value obtained for the LUMO energy (spin up / spin down) is -0.19 / -0.19 eV. The spin multiplicity is 1. Its net charge is 0.

CARTESIAN COORDINATES (ANGSTROEM)
H -1.7514 -2.5723 0.0729
N -1.7248 -1.6812 -0.2464
N -0.3728 -1.1874 0.1885
C -0.3643 0.0977 -0.1632
C 0.3863 1.0544 0.6901
C 1.1244 0.3876 -0.3703
H -1.1017 0.5729 -0.8132
H 0.6693 0.6039 1.6176
H 0.1761 2.1012 0.6864
H 1.1923 1.0946 -1.2499
H 1.7668 -0.4714 -0.4127

Need the Mulliken charges? In units of e they are:
1 H 0.221
2 N -0.476
3 N -0.247
4 C 0.162
5 C -0.542
6 C -0.542
7 H 0.373
8 H 0.246
9 H 0.260
10 H 0.203
11 H 0.343

R.
A cluster of 2 separate species, C3H6N2 in total, computed with ωB97M-V/def2-TZVPD.

For the gap between HOMO and LUMO, the calculation gives 9.84 eV. Its structure (SMILES) is C=C=N.C=N. The value obtained for the LUMO energy is 0.92 eV. The spin multiplicity is 1. Its net charge is 0.

CARTESIAN COORDINATES (ANGSTROEM)
C -2.4982 -0.7107 0.5361
C -1.9214 0.0573 -0.3472
N -1.3578 0.5094 -1.3329
H -3.5844 -0.8525 0.3365
H -1.9376 -0.8738 1.4246
H -1.5035 1.4566 -1.7803
C 2.1958 -0.0071 0.3108
N 3.1020 0.7256 -0.0735
H 1.1739 0.4056 0.3879
H 2.3179 -1.1510 0.5592
H 4.0133 0.4407 -0.0211

Need the Mulliken charges? In units of e they are:
1 C -0.827
2 C 0.503
3 N -0.447
4 H 0.237
5 H 0.273
6 H 0.277
7 C -0.178
8 N -0.454
9 H 0.179
10 H 0.198
11 H 0.239

S.
An isolated molecule of C3H6N2, computed with ωB97M-V/def2-TZVPD.

For the gap between HOMO and LUMO, the calculation gives 10.13 eV. Its structure (SMILES) is C=N/N=C\C. The value obtained for the LUMO energy is 0.85 eV. The spin multiplicity is 1. Its net charge is 0.

CARTESIAN COORDINATES (ANGSTROEM)
C 0.1921 -1.0033 -1.8663
N 0.4326 -0.4204 -0.7077
N -0.7529 0.2114 -0.2843
C -0.5280 0.7178 0.8971
C 0.4562 0.5025 1.7025
H 1.2662 -1.4541 -2.3027
H -0.7923 -0.7462 -2.3612
H -1.3143 1.3389 1.1786
H 1.4420 -0.0115 1.3620
H -0.1246 -0.2232 2.3842
H 1.0437 1.2574 2.2835

Need the Mulliken charges? In units of e they are:
1 C -0.350
2 N -0.220
3 N -0.450
4 C -0.099
5 C -0.632
6 H 0.226
7 H 0.327
8 H 0.415
9 H 0.291
10 H 0.185
11 H 0.308

In kJ/mol, relative to the most stable structure: P 0.0; Q 349.8; R 199.7; S 296.8.

P.
An isolated molecule of C3H6N2, computed with ωB97M-V/def2-TZVPD.

For the gap between HOMO and LUMO, the calculation gives 10.64 eV. Its structure (SMILES) is C=NN1CC1. The value obtained for the LUMO energy is 1.32 eV. The spin multiplicity is 1. Its net charge is 0.

CARTESIAN COORDINATES (ANGSTROEM)
C 1.0456 -0.5207 1.7591
N 0.4814 -0.8023 0.6446
N 0.0324 0.4542 0.1459
C -0.0113 0.2616 -1.5112
C -1.2043 0.4767 -0.6436
H 1.4133 -1.4086 2.3676
H 1.1156 0.4905 2.0598
H 0.1200 -0.9048 -1.7651
H 0.7816 1.0121 -1.9333
H -1.9220 -0.4050 -0.5906
H -1.8524 1.3463 -0.5332

Need the Mulliken charges? In units of e they are:
1 C -0.345
2 N -0.402
3 N -0.138
4 C -0.408
5 C -0.335
6 H 0.249
7 H 0.405
8 H 0.246
9 H 0.276
10 H 0.214
11 H 0.241

Q.
An isolated molecule of C3H6N2, computed with ωB97M-V/def2-TZVPD.

For the gap between HOMO and LUMO, the calculation gives 10.21 eV. Its structure (SMILES) is CNCC#N. The value obtained for the LUMO energy is 0.89 eV. The spin multiplicity is 1. Its net charge is 0.

CARTESIAN COORDINATES (ANGSTROEM)
C -0.9800 -1.0186 0.4830
N 0.0659 0.0502 0.8383
C 0.9842 0.3114 -0.2395
C 0.3762 1.1347 -1.3009
N -0.1388 1.8118 -2.0827
H -1.4046 -0.8606 -0.5487
H -1.8154 -0.9808 1.2050
H -0.0099 -1.4911 0.8857
H -0.2734 0.8586 1.3189
H 1.8808 0.8256 0.1273
H 1.3149 -0.6412 -0.6864

Need the Mulliken charges? In units of e they are:
1 C -0.867
2 N -0.354
3 C -0.489
4 C 0.362
5 N -0.404
6 H 0.192
7 H 0.275
8 H 0.466
9 H 0.251
10 H 0.310
11 H 0.257

In kJ/mol, relative to the most stable structure: P 123.4; Q 0.0.

P.
An isolated molecule of C3H6N2, computed with ωB97M-V/def2-TZVPD.

For the gap between HOMO and LUMO, the calculation gives 9.48 eV. Its structure (SMILES) is C=C=NCN. The value obtained for the LUMO energy is 0.60 eV. The spin multiplicity is 1. Its net charge is 0.

CARTESIAN COORDINATES (ANGSTROEM)
C -1.1612 0.6097 1.7368
C -0.2534 0.0752 0.9471
N 0.8724 0.0071 0.4913
C 0.8846 0.1620 -0.9662
N 0.1800 -1.0007 -1.4799
H -1.1562 1.6719 1.9452
H -1.9208 -0.0104 2.1938
H 0.3494 1.0735 -1.2731
H 1.9215 0.2034 -1.3185
H 0.8831 -1.7099 -1.6952
H -0.5994 -1.0817 -0.5813

Need the Mulliken charges? In units of e they are:
1 C -0.852
2 C 0.426
3 N -0.313
4 C -0.251
5 N -0.568
6 H 0.245
7 H 0.240
8 H 0.250
9 H 0.292
10 H 0.243
11 H 0.288

Q.
A cluster of 2 separate species, C3H6N2 in total, computed with ωB97M-V/def2-TZVPD.

For the gap between HOMO and LUMO, the calculation gives 8.30 eV. The value obtained for the LUMO energy is 0.30 eV. The spin multiplicity is 1. Its net charge is 0.

CARTESIAN COORDINATES (ANGSTROEM)
C -0.2610 1.5695 0.1639
N 0.4575 0.4710 0.2442
C 0.3997 -0.6051 -0.5712
C 1.1022 -1.7781 -0.2353
N 1.6634 -2.7589 0.0423
H -0.7776 1.7892 -0.7609
H -0.2253 2.2874 0.9680
H -1.8507 0.1827 0.2703
H 0.9634 0.3239 1.1128
H -1.6375 -0.5125 0.0383
H -0.0443 -0.4845 -1.5487

Need the Mulliken charges? In units of e they are:
1 C -0.575
2 N -0.126
3 C -0.371
4 C 0.185
5 N -0.424
6 H 0.359
7 H 0.255
8 H 0.012
9 H 0.221
10 H 0.031
11 H 0.432

R.
An isolated molecule of C3H6N2, computed with ωB97M-V/def2-TZVPD.

For the gap between HOMO and LUMO, the calculation gives 10.83 eV. Its structure (SMILES) is CC1(C)N=N1. The value obtained for the LUMO energy is 1.04 eV. The spin multiplicity is 1. Its net charge is 0.

CARTESIAN COORDINATES (ANGSTROEM)
C -0.7711 0.4688 -1.1858
C -0.7790 0.0740 0.6654
C 0.4278 -0.5768 1.2700
N -2.0299 -0.6070 0.9234
N -1.9447 0.5129 1.3601
H 0.2492 0.3042 -1.4124
H -0.9504 1.5253 -1.2382
H -1.3981 -0.2223 -1.4996
H 0.2378 -1.3175 2.0240
H 0.9767 0.1283 1.7030
H 0.9821 -1.0483 0.5645

Need the Mulliken charges? In units of e they are:
1 C -1.116
2 C 1.056
3 C -1.407
4 N -0.421
5 N -0.335
6 H 0.295
7 H 0.322
8 H 0.463
9 H 0.425
10 H 0.355
11 H 0.364

S.
An isolated molecule of C3H6N2, computed with ωB97M-V/def2-TZVPD.

For the gap between HOMO and LUMO, the calculation gives 11.21 eV. Its structure (SMILES) is C[C@@H](N)C#N. The value obtained for the LUMO energy is 0.85 eV. The spin multiplicity is 1. Its net charge is 0.

CARTESIAN COORDINATES (ANGSTROEM)
C 1.3120 -0.0927 0.0799
C -0.1511 -0.0351 -0.3844
N -0.9428 -1.0034 0.3638
C -0.8050 1.3012 -0.3469
N -1.5042 2.2232 -0.3774
H 1.8321 0.8624 -0.0214
H 1.3706 -0.4073 1.1276
H 1.8462 -0.8420 -0.5095
H -0.1901 -0.3120 -1.4448
H -1.9279 -0.8697 0.1532
H -0.8397 -0.8246 1.3597

Need the Mulliken charges? In units of e they are:
1 C -1.100
2 C 0.464
3 N -0.647
4 C 0.090
5 N -0.430
6 H 0.351
7 H 0.306
8 H 0.273
9 H 0.167
10 H 0.269
11 H 0.257

In kJ/mol, relative to the most stable structure: P 259.3; Q 277.1; R 338.6; S 0.0.

P.
An isolated molecule of C5H10NP, computed with ωB97M-V/def2-TZVPD.

For the gap between HOMO and LUMO, the calculation gives 8.84 eV. Its structure (SMILES) is [H]/P=C1/CCCN1C. The value obtained for the LUMO energy is 0.48 eV. The spin multiplicity is 1. Its net charge is 0.

CARTESIAN COORDINATES (ANGSTROEM)
H -2.7416 -1.4077 0.3504
P -2.8272 -0.2023 -0.1283
C -1.2241 0.2653 0.0707
C -0.5842 1.5802 0.0868
C 1.0162 1.5367 0.1988
C 1.3490 0.1113 -0.0810
N 0.2578 -0.6875 0.4843
C 0.1110 -2.0528 -0.0574
H -0.7616 2.1031 -0.8708
H -1.1007 2.0679 0.8814
H 1.4162 2.0553 -0.6918
H 1.4455 2.0610 0.9938
H 1.4859 -0.1743 -1.1954
H 2.2703 -0.0836 0.4550
H 0.3358 -2.1002 -1.1685
H 0.5504 -2.7868 0.5348
H -0.9990 -2.2855 0.1373

Need the Mulliken charges? In units of e they are:
1 H -0.076
2 P -0.041
3 C 0.153
4 C -0.581
5 C -0.642
6 C -0.470
7 N -0.271
8 C -0.762
9 H 0.276
10 H 0.365
11 H 0.242
12 H 0.397
13 H 0.305
14 H 0.323
15 H 0.267
16 H 0.311
17 H 0.202

Q.
A structure of composition C5H10NP, computed with ωB97M-V/def2-TZVPD.

For the gap between HOMO and LUMO, the calculation gives 9.41 eV. The value obtained for the LUMO energy is 0.35 eV. The spin multiplicity is 1. Its net charge is 0.

CARTESIAN COORDINATES (ANGSTROEM)
C -1.2177 1.6531 1.5018
C 0.7024 1.5658 0.8938
C -0.8894 0.4997 -1.4004
C 1.8243 -0.5702 -0.9075
C -0.3909 -1.3784 0.8103
N -2.2569 1.9416 1.8628
P 0.3120 0.1246 -0.0143
H 1.1682 1.2415 1.7909
H -1.0521 1.6987 -1.3128
H -0.5145 0.0803 -2.2685
H -1.9036 0.1712 -1.1443
H 2.3540 -0.8836 -0.1122
H 1.4427 -1.4070 -1.4005
H 2.2155 0.4215 -1.3768
H -1.0299 -1.1100 1.7621
H -1.0665 -1.9880 0.1178
H 0.3025 -2.0608 1.1979

Need the Mulliken charges? In units of e they are:
1 C 0.036
2 C -0.665
3 C -1.335
4 C -1.370
5 C -1.229
6 N -0.426
7 P 1.171
8 H 0.283
9 H 0.336
10 H 0.456
11 H 0.422
12 H 0.454
13 H 0.414
14 H 0.371
15 H 0.317
16 H 0.331
17 H 0.433

In kJ/mol, relative to the most stable structure: P 0.0; Q 75.4.

P.
A cluster of 2 separate species, C2H5O2S2 in total, computed with ωB97M-V/def2-TZVPD.

For the gap between HOMO and LUMO (spin up / spin down), the calculation gives 9.07 / 5.79 eV. The value obtained for the LUMO energy (spin up / spin down) is -0.07 / -3.31 eV. The spin multiplicity is 2. Its net charge is 0. The expectation value of S² is 0.75.

CARTESIAN COORDINATES (ANGSTROEM)
O -0.9736 -1.6846 -1.1789
C 0.2009 -1.9087 -1.4919
O 1.1979 -1.1638 -1.2355
H 0.4254 -2.8394 -2.0582
C -0.1257 -0.5668 1.5979
S -0.1163 1.2011 1.3792
S -0.1984 1.4571 -0.5857
H -1.0652 -1.0325 1.3272
H 0.0818 -0.7043 2.6540
H 0.7011 -0.9949 1.0341
H 0.3241 0.1384 -0.8793

Need the Mulliken charges? In units of e they are:
1 O -0.601
2 C 0.130
3 O -0.677
4 H 0.420
5 C -0.820
6 S 0.161
7 S -0.019
8 H 0.354
9 H 0.354
10 H 0.354
11 H 0.345

Q.
A cluster of 2 separate species, C2H5O2S2 in total, computed with ωB97M-V/def2-TZVPD.

For the gap between HOMO and LUMO (spin up / spin down), the calculation gives 8.93 / 4.40 eV. The value obtained for the LUMO energy (spin up / spin down) is 0.44 / -3.92 eV. The spin multiplicity is 2. Its net charge is 0. The expectation value of S² is 0.76.

CARTESIAN COORDINATES (ANGSTROEM)
C -0.4592 0.7006 0.7360
S -1.8082 -0.0290 -0.2130
S -1.3434 -2.0893 -0.0940
H 0.3928 0.5339 0.0613
H -0.2808 0.3476 1.7439
H -0.4787 1.7901 0.6454
H -0.8338 -1.9466 1.1375
O 2.5989 0.2303 -0.3167
C 2.6499 1.4013 -0.0038
O 1.7369 2.2917 -0.0418
H 3.6395 1.7764 0.3370

Need the Mulliken charges? In units of e they are:
1 C -0.910
2 S -0.012
3 S -0.169
4 H 0.331
5 H 0.321
6 H 0.341
7 H 0.148
8 O -0.462
9 C 0.336
10 O -0.266
11 H 0.342

In kJ/mol, relative to the most stable structure: P 0.0; Q 108.0.

P.
A cluster of 2 separate species, C5H15N2O in total, computed with ωB97M-V/def2-TZVPD.

For the gap between HOMO and LUMO, the calculation gives 10.27 eV. The value obtained for the LUMO energy is -3.56 eV. The spin multiplicity is 1. Its net charge is +1.

CARTESIAN COORDINATES (ANGSTROEM)
C 0.7626 0.2141 -2.6591
C 0.5763 -0.3669 -1.2907
C -0.7928 0.0904 -0.4512
C -0.2918 0.3084 0.9947
C 0.0510 1.5241 1.3196
N 0.1691 -0.8416 1.8318
N 1.7941 -0.2761 -0.5223
H 0.7428 -0.5796 -3.4977
H 1.8351 0.7125 -2.6864
H 0.0936 0.8064 -3.1255
H 0.3961 -1.4683 -1.5085
H -0.9601 1.1221 -0.9383
H -1.4962 -0.6360 -0.5565
H 0.6661 1.8985 2.2305
H -0.1796 2.4248 0.7669
H 0.6737 -0.5017 2.7178
H 0.8733 -1.3034 1.2259
H -0.6083 -1.5326 2.2008
H 2.1921 0.6317 -0.2229
H 2.5682 -0.5385 -1.1455
H -3.2416 0.1736 1.6253
H -2.6466 -1.3018 1.6631
O -3.1770 -0.5601 2.0282

Need the Mulliken charges? In units of e they are:
1 C -1.252
2 C 0.622
3 C -0.762
4 C 0.370
5 C -1.140
6 N -0.155
7 N -0.667
8 H 0.296
9 H 0.240
10 H 0.409
11 H 0.142
12 H 0.314
13 H 0.375
14 H 0.210
15 H 0.301
16 H 0.378
17 H 0.413
18 H 0.372
19 H 0.198
20 H 0.312
21 H 0.260
22 H 0.298
23 O -0.535

Q.
The ion C5H15N2O with charge +1, computed with ωB97M-V/def2-TZVPD.

For the gap between HOMO and LUMO, the calculation gives 10.80 eV. Its structure (SMILES) is C[C@@H](O)CNCC[NH3+]. The value obtained for the LUMO energy is -2.99 eV. The spin multiplicity is 1. Its net charge is +1.

CARTESIAN COORDINATES (ANGSTROEM)
C 2.8372 -0.9324 -0.1930
C 1.3834 -0.4801 0.0774
O 1.4039 0.9690 0.1238
C 0.3981 -0.9112 -0.9876
N -0.9876 -0.3397 -0.9480
C -1.8385 -0.5792 0.2298
C -1.6082 0.4951 1.3120
N -1.5982 1.7917 0.4626
H 2.9387 -0.8352 -1.2636
H 3.3990 -0.1434 0.2991
H 3.1786 -1.9331 0.0423
H 1.0382 -0.6552 1.0920
H 2.0142 1.3110 -0.5363
H 0.3198 -1.9569 -1.2714
H 0.8160 -0.4190 -1.8699
H -1.4829 -0.7326 -1.7362
H -1.6859 -1.5581 0.7103
H -2.8562 -0.5848 -0.1847
H -0.6291 0.4439 1.7677
H -2.3678 0.8341 2.0368
H -2.4863 2.2842 0.4062
H -1.1982 1.4371 -0.4534
H -0.9881 2.4949 0.8841

Need the Mulliken charges? In units of e they are:
1 C -1.354
2 C 0.311
3 O -0.553
4 C -0.750
5 N -0.406
6 C -0.507
7 C -0.505
8 N -0.321
9 H 0.369
10 H 0.353
11 H 0.371
12 H 0.266
13 H 0.344
14 H 0.397
15 H 0.336
16 H 0.227
17 H 0.325
18 H 0.430
19 H 0.202
20 H 0.417
21 H 0.335
22 H 0.381
23 H 0.333

In kJ/mol, relative to the most stable structure: P 266.8; Q 0.0.